Record 1
The following is a quantum chemistry calculation of 2 unconnected molecules or ions with the total composition C18H27N2, from the Open Molecules 2025 dataset.

Atoms and positions in Å:
C1 2.78 -1.47 -3.66
C2 3.14 -2.37 -2.48
C3 3.71 -1.60 -1.27
N1 2.91 -0.40 -0.95
C4 2.59 -0.10 0.31
C5 1.72 0.95 0.66
C6 1.75 1.56 1.89
C7 0.80 2.56 2.28
C8 0.79 3.06 3.62
C9 -0.05 4.10 3.98
C10 -0.92 4.67 3.05
C11 -1.01 4.12 1.76
C12 -0.19 3.06 1.39
C13 2.65 0.52 -2.08
C14 1.98 -0.23 -3.24
H1 3.70 -1.14 -4.16
H2 2.21 -2.03 -4.41
H3 2.26 -2.92 -2.13
H4 3.85 -3.13 -2.82
H5 3.73 -2.25 -0.39
H6 4.76 -1.31 -1.48
H7 3.01 -0.70 1.11
H8 0.94 1.24 -0.05
H9 2.46 1.24 2.66
H10 1.45 2.58 4.35
H11 0.00 4.50 5.00
H12 -1.54 5.52 3.32
H13 -1.71 4.54 1.03
H14 -0.29 2.62 0.39
H15 2.03 1.36 -1.75
H16 3.61 0.95 -2.43
H17 1.85 0.43 -4.10
H18 0.96 -0.51 -2.93
C15 6.25 3.62 1.64
C16 5.70 4.64 2.65
C17 4.19 4.74 2.37
N2 3.86 3.58 1.55
C18 5.04 3.17 0.81
H19 7.05 4.03 1.03
H20 6.63 2.75 2.18
H21 5.82 4.27 3.67
H22 6.20 5.61 2.57
H23 3.57 4.70 3.27
H24 3.95 5.70 1.85
H25 3.04 3.73 0.97
H26 5.07 3.62 -0.20
H27 4.98 2.08 0.67

Computed properties:
- Energy: -811.3366 Eh
- Charge: +1
- Maximum force: 0.042 Eh/bohr
- Gap between HOMO and LUMO: 6.8 eV

=====

Record 2
The following is a quantum chemistry calculation of a molecular structure, C18H27N2O5PbSSiTe, from the Open Molecules 2025 dataset.

Atoms and positions in Å:
Pb1 -0.29 -0.52 -0.68
C1 -0.78 1.60 2.84
C2 -1.13 0.16 2.79
N1 -1.17 -0.63 1.74
C3 -1.53 -1.88 2.19
C4 -1.75 -1.83 3.54
N2 -1.48 -0.53 3.89
C5 -2.15 -2.79 4.60
O1 -2.40 -4.01 4.22
O2 -2.22 -2.38 5.74
C6 -1.58 -3.05 1.27
O3 -1.91 -4.15 1.80
O4 -1.20 -2.87 0.11
H1 -0.47 1.94 1.85
H2 0.05 1.78 3.53
H3 -1.63 2.20 3.16
H4 -1.56 -0.21 4.85
H5 -2.28 -4.11 3.15
Te1 0.32 2.40 -0.98
C7 -1.57 3.10 -0.33
C8 -2.73 2.34 -0.47
C9 -3.95 2.80 0.01
C10 -4.03 4.04 0.63
C11 -2.89 4.81 0.76
C12 -1.67 4.34 0.29
H6 -2.68 1.36 -0.94
H7 -4.83 2.18 -0.10
H8 -4.98 4.40 1.00
H9 -2.94 5.78 1.24
H10 -0.78 4.95 0.41
C13 0.53 -1.91 -4.45
S1 0.74 -0.26 -3.77
C14 -0.77 0.45 -4.40
O5 1.87 0.37 -4.53
H11 0.55 -1.82 -5.53
H12 -0.41 -2.33 -4.09
H13 1.36 -2.51 -4.09
H14 -0.71 0.43 -5.49
H15 -0.81 1.47 -4.03
H16 -1.62 -0.12 -4.04
C15 3.89 0.86 -0.80
Si1 3.36 -0.91 -0.47
C16 4.65 -1.67 0.66
C17 3.44 -1.86 -2.09
C18 1.70 -1.01 0.32
H17 4.87 0.87 -1.27
H18 3.96 1.42 0.13
H19 3.19 1.39 -1.45
H20 5.64 -1.64 0.20
H21 4.42 -2.71 0.87
H22 4.70 -1.14 1.61
H23 4.48 -2.09 -2.34
H24 3.03 -1.28 -2.92
H25 2.90 -2.80 -2.01
H26 1.68 -0.37 1.21
H27 1.55 -2.04 0.66

Computed properties:
- Energy: -2336.5388 Eh
- Charge: -1
- Maximum force: 0.017 Eh/bohr
- Gap between HOMO and LUMO: 6.9 eV

=====

Record 3
The following is a quantum chemistry calculation of a molecular structure, C18H27N2O5PbSSiTe, from the Open Molecules 2025 dataset.

Atoms and positions in Å:
Pb1 0.40 -0.26 -0.16
C1 -2.88 -2.50 -0.29
C2 -2.75 -1.53 0.84
N1 -1.68 -0.82 1.15
C3 -2.02 -0.04 2.25
C4 -3.32 -0.32 2.60
N2 -3.75 -1.25 1.69
C5 -4.28 0.15 3.63
O1 -3.85 1.04 4.45
O2 -5.40 -0.34 3.64
C6 -1.07 0.93 2.90
O3 -1.53 1.60 3.88
O4 0.05 1.05 2.40
H1 -1.97 -2.52 -0.87
H2 -3.71 -2.20 -0.94
H3 -3.09 -3.50 0.09
H4 -4.69 -1.62 1.72
H5 -2.82 1.29 4.21
Te1 0.44 -2.34 -2.22
C7 0.17 -4.08 -1.04
C8 0.58 -4.16 0.29
C9 0.35 -5.30 1.05
C10 -0.30 -6.39 0.50
C11 -0.72 -6.33 -0.83
C12 -0.48 -5.19 -1.59
H6 1.09 -3.31 0.74
H7 0.68 -5.33 2.08
H8 -0.49 -7.28 1.09
H9 -1.23 -7.17 -1.27
H10 -0.81 -5.15 -2.62
C13 3.82 1.70 -0.91
S1 3.04 0.29 -1.75
C14 4.07 -0.98 -0.98
O5 3.47 0.37 -3.18
H11 4.86 1.76 -1.24
H12 3.74 1.56 0.17
H13 3.27 2.59 -1.22
H14 5.10 -0.80 -1.29
H15 3.71 -1.94 -1.34
H16 3.96 -0.92 0.11
C15 -0.80 0.73 -4.44
Si1 -0.80 1.94 -3.00
C16 -2.19 3.18 -3.38
C17 0.80 2.94 -3.03
C18 -1.10 1.12 -1.36
H17 -0.61 1.26 -5.38
H18 -1.77 0.23 -4.53
H19 -0.04 -0.04 -4.34
H20 -2.01 3.69 -4.33
H21 -2.24 3.94 -2.59
H22 -3.16 2.68 -3.43
H23 0.77 3.69 -3.83
H24 1.66 2.29 -3.21
H25 0.95 3.46 -2.08
H26 -2.00 0.49 -1.45
H27 -1.35 1.91 -0.63

Computed properties:
- Energy: -2336.5324 Eh
- Charge: -1
- Maximum force: 0.019 Eh/bohr
- Gap between HOMO and LUMO: 7.0 eV

=====

Record 4
The following is a quantum chemistry calculation of a molecular structure, C18H27N2O6P2Sn, from the Open Molecules 2025 dataset.

Atoms and positions in Å:
Sn1 0.03 -1.07 -0.59
P1 -2.38 -0.24 -1.03
C1 -2.17 0.16 -2.82
C2 -0.85 0.84 -3.14
N1 0.24 0.56 -2.39
C3 1.44 1.02 -2.76
C4 1.58 1.80 -3.90
C5 0.49 2.06 -4.72
C6 -0.75 1.53 -4.35
C7 2.65 0.69 -1.93
P2 2.51 -0.84 -0.94
H1 -1.66 1.68 -4.92
H2 2.57 2.15 -4.15
H3 0.58 2.65 -5.62
H4 3.52 0.56 -2.58
H5 2.88 1.51 -1.23
H6 -2.21 -0.79 -3.32
H7 -3.02 0.75 -3.19
H8 -1.23 -2.60 -3.34
O1 -2.09 -2.59 -3.81
H9 -1.76 -2.46 -4.72
H10 -0.67 -2.58 0.25
O2 0.01 -2.68 -1.93
H11 -0.12 -3.65 -1.85
C8 2.98 -2.17 -2.07
H12 3.94 -1.92 -2.54
H13 3.08 -3.10 -1.50
H14 2.21 -2.32 -2.83
C9 3.70 -0.74 0.39
H15 3.52 -1.56 1.09
H16 4.71 -0.79 -0.01
H17 3.56 0.20 0.94
C10 -2.98 1.25 -0.22
H18 -4.01 1.46 -0.55
H19 -2.95 1.04 0.86
H20 -2.31 2.09 -0.46
C11 -3.67 -1.51 -0.96
H21 -3.90 -1.68 0.11
H22 -4.58 -1.17 -1.48
H23 -3.32 -2.45 -1.41
O3 1.13 -1.20 2.19
C12 0.44 -0.16 2.31
O4 -0.14 0.45 1.33
C13 0.27 0.46 3.67
C14 -0.49 1.63 3.88
C15 -0.71 2.14 5.16
C16 -0.16 1.46 6.28
C17 0.63 0.30 6.09
C18 0.83 -0.18 4.80
N2 -0.47 1.91 7.60
O5 -1.20 2.92 7.75
O6 0.01 1.26 8.56
H24 -0.91 2.16 3.03
H25 -1.30 3.03 5.33
H26 1.04 -0.19 6.97
H27 1.43 -1.08 4.68

Computed properties:
- Energy: -2159.7692 Eh
- Charge: +1
- Maximum force: 0.082 Eh/bohr
- Gap between HOMO and LUMO: 8.2 eV

=====

Record 5
The following is a quantum chemistry calculation of a molecular structure, C18H27N2O6P2Sn, from the Open Molecules 2025 dataset.

Atoms and positions in Å:
Sn1 0.12 0.06 -0.35
P1 -0.23 -2.48 -0.52
C1 -1.35 -2.46 -1.90
C2 -2.25 -1.33 -1.98
N1 -1.86 -0.10 -1.49
C3 -2.62 0.99 -1.71
C4 -3.86 0.90 -2.34
C5 -4.29 -0.33 -2.83
C6 -3.48 -1.44 -2.66
C7 -2.14 2.34 -1.21
P2 -0.32 2.47 -1.09
H1 -3.74 -2.43 -3.04
H2 -4.45 1.81 -2.44
H3 -5.24 -0.42 -3.34
H4 -2.49 3.13 -1.88
H5 -2.56 2.56 -0.22
H6 -0.50 -2.37 -3.31
H7 -1.75 -3.43 -2.22
H8 1.05 -0.86 -3.49
O1 0.28 -2.16 -3.96
H9 0.03 -2.51 -4.84
H10 1.86 0.07 -0.70
O2 1.52 -0.09 -3.01
H11 2.30 0.16 -3.55
C8 0.26 2.93 -2.74
H12 -0.22 3.86 -3.05
H13 1.35 3.06 -2.68
H14 0.04 2.12 -3.45
C9 0.03 3.80 0.10
H15 1.12 3.93 0.14
H16 -0.44 4.73 -0.24
H17 -0.35 3.51 1.09
C10 -0.89 -3.18 1.02
H18 -1.23 -4.22 0.85
H19 -0.10 -3.19 1.80
H20 -1.72 -2.57 1.41
C11 1.28 -3.38 -0.95
H21 1.96 -3.40 -0.09
H22 1.01 -4.41 -1.23
H23 1.78 -2.89 -1.80
O3 -1.33 -0.82 3.22
C12 -0.52 -0.08 2.68
O4 -0.73 0.47 1.47
C13 0.78 0.26 3.35
C14 1.85 0.91 2.68
C15 3.07 1.12 3.32
C16 3.23 0.69 4.65
C17 2.17 0.07 5.35
C18 0.97 -0.14 4.69
N2 4.48 0.88 5.31
O5 5.42 1.43 4.69
O6 4.58 0.49 6.50
H24 1.74 1.23 1.64
H25 3.90 1.60 2.80
H26 2.32 -0.25 6.38
H27 0.15 -0.64 5.21

Computed properties:
- Energy: -2158.8244 Eh
- Charge: +3
- Maximum force: 0.090 Eh/bohr
- Gap between HOMO and LUMO (spin up / spin down): 2.0 / 1.9 eV

=====

> maximum force of number 5 (C18H27N2O6P2Sn)?

0.090 Eh/bohr